Entry 1:
Computed, not measured: a 11-piece molecular cluster, C4H27NO13 overall, with ωB97M-V with the def2-TZVPD basis set.

As for the relative energy (zero: lowest compared OMol25 entry of this formula, charge and spin): 488.34 kJ/mol. The calculation puts the max |F| at 8.3 eV/Å. The HOMO energy is -10.41 eV. As for the SMILES: O=CCCNC(=O)O.O.O.O.O.O.O.O.O.O.O.

Structure (ORCA input):
```
! wB97M-V def2-TZVPD RIJCOSX def2/J DEFGRID3
* xyz 0 1
O -3.7893 2.4603 0.5655
C -3.6460 1.4288 1.1895
C -2.5834 1.1802 2.2202
C -1.3352 1.8230 1.8292
N -0.7818 1.5513 0.4799
C 0.1669 0.6459 0.1806
O 0.4999 0.3510 -1.0096
O 0.9826 0.2737 1.1926
H -4.2812 0.5586 0.9301
H -2.3856 0.1736 2.4483
H -2.9671 1.8125 3.1707
H -0.3608 1.5631 2.6183
H -1.2468 2.8812 2.0809
H -1.5615 1.8002 -0.2915
H 1.4404 -0.5053 0.9805
O -1.8373 -1.3614 -2.0608
H -1.7319 -0.4447 -2.0962
H -0.9864 -1.6325 -2.3540
O 3.0054 -2.2877 -0.0667
H 3.2390 -2.7989 0.7880
H 3.7072 -2.1452 -0.7190
O -2.1808 -1.3371 0.5901
H -1.8540 -0.9792 -0.3307
H -2.6210 -2.1446 0.2665
O -0.8771 2.0302 -3.1442
H -0.4632 1.4783 -2.4234
H -0.5144 1.9495 -3.9520
O 2.4791 2.2732 1.6182
H 2.3460 1.3345 1.5666
H 1.8030 2.8631 1.7059
O 2.4999 -0.8522 -2.4060
H 2.4488 -0.7781 -1.4645
H 2.0702 -0.2112 -2.7791
O 0.4565 -2.3391 -1.8703
H 1.2852 -1.8851 -1.8845
H 0.5221 -3.1108 -2.4238
O 1.4967 -1.5308 3.5989
H 1.2972 -1.7304 2.6533
H 0.9742 -2.2477 3.9266
O 0.2690 -2.4423 0.7519
H -0.5656 -1.8797 1.0686
H 0.1734 -2.6379 -0.2093
O 1.9651 2.2303 -2.7039
H 1.2121 2.9191 -2.3965
H 2.2309 1.7006 -1.8351
*
```



Entry 2:
Computed, not measured: a 10-piece molecular cluster, C4H27NO9 overall, with ωB97M-V with the def2-TZVPD basis set.

As for the relative energy (zero: lowest compared OMol25 entry of this formula, charge and spin): 351.10 kJ/mol. The calculation puts the max |F| at 3.6 eV/Å. The HOMO energy is -7.90 eV. As for the SMILES: CC(C)=CN.O.O.O.O.O.O.O.O.O.

Structure (ORCA input):
```
! wB97M-V def2-TZVPD RIJCOSX def2/J DEFGRID3
* xyz 0 1
C -0.8223 2.2802 2.0494
C -0.7938 1.0806 1.1649
C -0.9779 -0.2689 1.8207
C -0.8674 1.1394 -0.1960
N -0.5176 2.3166 -0.8489
H -0.2400 3.1157 1.5296
H -1.7384 2.7686 2.1307
H -0.4733 2.0095 3.0738
H -1.0705 -1.0613 1.1207
H -0.1143 -0.3753 2.4232
H -1.8277 -0.1804 2.5167
H -1.0888 0.2595 -0.7555
H -0.2084 2.2378 -1.8333
H 0.3187 2.8126 -0.5690
O 1.9663 2.4609 0.5415
H 1.6464 1.5568 0.5638
H 1.6847 3.0995 1.1897
O -3.4928 1.4893 -0.5076
H -3.5787 1.2528 0.4256
H -2.7874 2.1437 -0.4867
O -1.5385 -2.6367 -0.1634
H -1.2387 -3.5446 -0.0996
H -2.4945 -2.5540 -0.1027
O -2.2899 -0.9357 -2.4022
H -2.7088 -0.0624 -2.3151
H -1.5684 -0.9032 -1.7762
O 2.4764 -0.1982 2.3006
H 2.1356 -1.0495 1.9840
H 2.3090 -0.2425 3.2453
O 3.7350 -0.5725 -1.2090
H 3.6362 0.0961 -0.4677
H 3.2798 -0.0210 -1.8746
O 0.4450 -2.3291 -1.7900
H 1.1912 -2.5142 -1.2180
H -0.3680 -2.2995 -1.2584
O 1.1034 -0.3130 -3.4634
H 1.3040 -1.2408 -3.2167
H 0.1531 -0.4433 -3.5499
O 1.3817 -2.8451 0.6564
H 2.0405 -2.4109 0.0136
H 1.9992 -3.1176 1.3540
*
```



Entry 3:
Computed, not measured: C4H28BO22 as an isolated structure, with ωB97M-V with the def2-TZVPD basis set.

As for the relative energy (zero: lowest compared OMol25 entry of this formula, charge and spin): 296.55 kJ/mol. The calculation puts the max |F| at 8.7 eV/Å. The HOMO energy is -7.55 eV.

Structure (ORCA input):
```
! wB97M-V def2-TZVPD RIJCOSX def2/J DEFGRID3
* xyz -1 1
O 2.8709 0.7073 -2.5109
C 1.7099 0.5163 -2.2019
O 0.9279 1.3743 -1.7799
B -0.2401 0.6683 -1.1679
O 0.0119 -0.7567 -1.3839
C 1.1549 -0.8007 -1.8739
O 1.6869 -1.8907 -2.0489
O -1.5631 1.0143 -1.7359
C -2.2571 1.3193 -0.7789
O -3.4951 1.4533 -0.7599
C -1.5501 1.4063 0.4261
O -0.3751 1.0193 0.2541
O -1.9661 1.6333 1.5241
O 4.1579 -2.9667 -2.4789
H 3.2609 -2.6407 -2.3199
H 4.2869 -3.1837 -1.5489
O 3.2519 -0.5357 0.6231
H 3.7789 -0.5807 -0.1469
H 3.2949 0.3683 0.9371
O 0.9689 1.8773 2.5941
H 0.6149 1.4813 1.7841
H 1.2979 1.1523 3.0361
O -3.9091 2.6273 2.9021
H -4.2711 3.2723 2.3171
H -3.0771 2.3633 2.5441
O 4.5129 2.8063 -1.3649
H 3.9919 2.2303 -1.9439
H 4.2279 3.7133 -1.3899
O 2.4989 2.4003 0.3551
H 3.0009 2.9223 -0.2629
H 1.5659 2.5783 0.1651
O -1.3141 0.4223 3.7971
H -1.3451 0.5053 2.8551
H -2.2071 0.5783 4.0911
O 1.3899 -3.4627 0.2131
H 1.2899 -3.0567 -0.6379
H 1.2989 -2.7607 0.8691
O -1.4281 -1.5297 1.5511
H -1.6321 -1.4777 0.6311
H -1.6701 -2.4317 1.7091
O 5.0869 -0.3787 -1.8219
H 4.5969 0.1173 -2.4359
H 4.9859 -1.1937 -2.2429
O -1.0771 -3.2587 -2.0309
H -1.6471 -2.5267 -1.7719
H -0.3491 -2.8117 -2.4069
O -2.8181 -1.6007 -0.7689
H -3.6501 -2.0687 -0.5129
H -3.0881 -0.7377 -1.0779
O -5.4091 0.7393 0.8281
H -5.5811 -0.0977 0.4011
H -4.7161 1.1333 0.2631
O -3.9201 -0.7717 2.5061
H -3.0331 -0.9487 2.1901
H -4.1331 0.0693 2.0391
*
```



Entry 4:
Computed, not measured: C4H28HgO11 as an isolated structure, with ωB97M-V with the def2-TZVPD basis set.

As for the relative energy (zero: lowest compared OMol25 entry of this formula, charge and spin): 125.45 kJ/mol. The calculation puts the max |F| at 3.5 eV/Å. The HOMO energy is -8.88 eV.

Structure (ORCA input):
```
! wB97M-V def2-TZVPD RIJCOSX def2/J DEFGRID3
* xyz 0 1
Hg -1.2479 0.7111 -2.7195
C -4.0257 0.5376 0.1239
C -3.3696 1.8860 -0.1347
O -2.6898 1.9518 -1.3846
H -4.5630 0.3714 1.0576
H -3.2791 -0.2551 0.0771
H -4.7302 0.3078 -0.6755
H -2.6999 2.0736 0.7046
H -4.0757 2.7163 -0.1211
C -0.1986 -0.9545 0.3905
C 0.9550 -0.3524 -0.3461
O 0.5901 0.6878 -1.2225
H 0.2552 -1.5751 1.1631
H -0.7443 -1.7118 -0.1724
H -0.8768 -0.2385 0.8548
H 1.5365 -1.1488 -0.8107
H 1.6235 -0.0055 0.4419
O 2.5113 1.1167 -4.0741
H 2.1601 0.5382 -3.3973
H 3.4609 1.0199 -4.0036
O 2.2061 2.1455 2.8361
H 1.4728 2.0569 3.4448
H 2.1564 1.3643 2.2852
O -0.2254 3.3560 -0.0477
H -0.9595 2.9535 -0.5118
H 0.3866 2.6358 0.1040
O 1.6589 -0.6761 3.1510
H 1.9511 -1.0628 2.3256
H 1.2484 -1.4003 3.6233
O -1.6581 -4.0810 -1.7706
H -1.7300 -4.9142 -2.2362
H -1.9827 -4.2694 -0.8900
O -2.3849 -1.2460 -2.1776
H -1.9886 -2.1170 -2.1523
H -3.0480 -1.2640 -1.4876
O 4.6985 0.3582 -0.1366
H 3.8308 0.7567 -0.0695
H 4.9796 0.5447 -1.0325
O 2.6815 2.6860 -0.6760
H 3.1305 2.7211 -1.5207
H 2.1385 1.8993 -0.7254
O 0.3271 -2.9975 4.0618
H 0.1177 -3.7213 4.6522
H 0.4003 -3.4052 3.1989
*
```



Entry 5:
Computed, not measured: a 10-piece molecular cluster, C4H28N2O11 overall, with ωB97M-V with the def2-TZVPD basis set.

As for the relative energy (zero: lowest compared OMol25 entry of this formula, charge and spin): 198.49 kJ/mol. The calculation puts the max |F| at 3.7 eV/Å. The HOMO energy is -9.48 eV. As for the SMILES: NC(=O)C[C@H](N)CO.O.O.O.O.O.O.O.O.O.

Structure (ORCA input):
```
! wB97M-V def2-TZVPD RIJCOSX def2/J DEFGRID3
* xyz 0 1
N 0.2882 -0.9203 1.8914
C 1.2670 -0.0934 1.4890
O 2.1890 -0.6278 0.8314
C 1.2103 1.3520 1.6969
C 0.6893 2.0536 0.3946
N 1.4610 1.7669 -0.8300
C 0.7342 3.5981 0.7856
O -0.0422 4.4350 -0.0867
H -0.5265 -0.5659 2.3882
H 0.4066 -1.9143 1.8254
H 0.5455 1.6031 2.5262
H 2.1343 1.8867 1.9019
H -0.3329 1.7378 0.0996
H 1.7834 2.6517 -1.2065
H 2.2951 1.2917 -0.4566
H 0.5847 3.7434 1.8547
H 1.7048 3.9770 0.4097
H -0.9491 4.0561 -0.1999
O 3.1555 -2.5533 -0.8615
H 3.3178 -1.8641 -1.5234
H 3.0798 -1.9695 -0.0730
O 0.6056 -2.9462 -1.8090
H 1.4883 -2.8766 -1.3683
H 0.7820 -3.4314 -2.6234
O -2.0605 -4.3667 -1.0783
H -1.8500 -4.4391 -0.1314
H -1.2047 -3.9291 -1.2914
O -2.4778 -1.4818 2.7176
H -2.9082 -1.9056 1.9244
H -3.0882 -1.7782 3.3999
O -0.5742 -0.6297 -2.6657
H -0.0076 -1.3591 -2.3529
H -0.3304 0.1566 -2.1409
O -3.7474 -2.8545 0.8676
H -3.2926 -2.6169 0.0172
H -4.6924 -2.9278 0.6401
O 4.0226 3.0310 -0.6831
H 4.2030 3.9577 -0.8820
H 4.5369 2.4858 -1.2847
O -2.4546 3.2771 0.2432
H -2.0519 2.4958 0.6439
H -2.9131 2.9010 -0.5176
O -2.5836 -1.5374 -1.1519
H -2.5662 -1.9539 -2.0225
H -1.8310 -0.9156 -1.3078
*
```



Entry 6:
Computed, not measured: a 9-piece molecular cluster, C4H28N2O9 overall, with ωB97M-V with the def2-TZVPD basis set.

As for the relative energy (zero: lowest compared OMol25 entry of this formula, charge and spin): 509.86 kJ/mol. The calculation puts the max |F| at 5.3 eV/Å. The HOMO energy is -9.54 eV. As for the SMILES: C[C@@H](O)CNCN.O.O.O.O.O.O.O.O.

Structure (ORCA input):
```
! wB97M-V def2-TZVPD RIJCOSX def2/J DEFGRID3
* xyz 0 1
C -0.5642 2.0514 -1.9605
C -0.3678 0.6872 -1.3045
O 0.3690 -0.0633 -2.2766
C 0.7917 0.8934 -0.1976
N 1.4954 -0.1728 0.5270
C 1.7992 0.1653 1.9321
N 0.7966 -0.0922 3.0504
H -1.6037 2.4633 -1.7139
H -0.4008 1.8326 -3.0133
H -0.1348 2.9428 -1.5596
H -1.2674 0.1352 -1.0482
H 1.2980 -0.1305 -2.4252
H 1.6338 1.3462 -0.7744
H 0.5274 1.7051 0.4831
H 0.9164 -1.0306 0.6638
H 2.6337 -0.4515 2.3590
H 2.2365 1.1990 2.0004
H 0.0803 -0.7752 2.8034
H 1.3182 -0.5559 3.8006
O -0.3030 -2.0046 -3.5828
H -1.2106 -2.1055 -3.8091
H -0.1535 -1.1206 -3.2367
O 0.8102 4.3181 -0.0236
H 0.3967 3.5331 0.3536
H 0.6906 4.2856 -0.9997
O -2.8929 -0.0814 1.4103
H -2.4339 -0.9159 1.5150
H -2.2910 0.4965 1.8718
O -3.6628 -1.1423 -1.9227
H -3.0499 -1.0082 -1.1576
H -2.9779 -1.5265 -2.4650
O -1.6325 2.3583 1.8941
H -2.4188 2.8890 1.7367
H -1.0995 2.3367 2.6615
O -1.3152 -2.2196 1.4994
H -1.5593 -2.7059 2.2772
H -1.5345 -2.9264 0.8533
O 3.3594 -2.1104 -1.1074
H 2.7152 -2.6337 -1.5784
H 2.7125 -1.4627 -0.8255
O 1.8982 -3.1461 1.0869
H 2.2023 -2.7154 1.8757
H 2.1930 -2.5417 0.3274
*
```



Look up the HOMO of the fifth one. -9.48 eV



Among the records above, which one has the highest relative energy (zero: lowest compared OMol25 entry of this formula, charge and spin)? C4H28N2O9



The highest max |F| belongs to which entry? C4H28BO22